1.
{
  "formula": "C2H5NOS",
  "method": "ωB97M-V with the def2-TZVPD basis set",
  "smiles": "NC(=S)CO",
  "de_lowest_ev": 1.212,
  "max_force_ha_per_bohr": 0.0576,
  "e_tot_ev": -16527.1692,
  "species": ["N", "C", "S", "C", "O", "H", "H", "H", "H", "H"],
  "positions_angstrom": [[0.5287, -1.2124, 0.6509], [0.0560, 0.0016, 0.2669], [0.0469, 1.2841, 1.2196], [-0.7110, -0.1879, -1.0353], [0.0049, -0.7666, -2.1035], [0.5533, -1.9876, 0.0506], [1.1489, -1.1091, 1.3811], [-1.6115, -0.7748, -0.7408], [-0.9903, 0.7420, -1.4978], [0.3391, -1.6790, -1.8244]],
  "atomic_forces_ev_per_a": [[-0.767, 1.752, -0.357], [-0.980, -2.125, -1.265], [0.173, 1.220, 0.452], [-0.480, 0.599, -0.248], [1.070, -2.646, 0.800], [0.221, -0.911, -0.552], [1.576, -0.634, 1.894], [0.339, 0.307, -0.366], [-0.474, 0.576, 0.525], [-0.679, 1.862, -0.883]]
}

2.
{
  "formula": "C9H45F3N9O17SY",
  "method": "ωB97M-V with the def2-TZVPD basis set",
  "total_charge": 2,
  "max_force_ha_per_bohr": 0.1332,
  "e_tot_ev": -78302.4868,
  "species": ["Y", "C", "F", "F", "F", "S", "O", "O", "O", "C", "C", "C", "O", "C", "N", "H", "H", "H", "H", "H", "H", "H", "H", "H", "H", "H", "O", "H", "H", "O", "H", "H", "O", "H", "H", "O", "H", "H", "O", "H", "H", "O", "H", "H", "O", "H", "H", "O", "H", "H", "O", "H", "H", "C", "O", "N", "N", "H", "H", "H", "H", "C", "O", "N", "N", "H", "H", "H", "H", "C", "O", "N", "N", "H", "H", "H", "H", "C", "O", "N", "N", "H", "H", "H", "H"],
  "positions_angstrom": [[-21.6048, -15.6253, -18.4045], [-25.4719, -12.5233, -18.9183], [-26.4686, -12.0107, -19.6596], [-24.7427, -11.5048, -18.6059], [-26.1155, -13.0712, -17.9011], [-24.4816, -13.8437, -19.8536], [-23.3771, -14.3528, -18.9218], [-25.5359, -14.7759, -20.1606], [-23.9157, -13.1988, -21.0843], [-30.7384, -15.2140, -14.8191], [-29.6535, -14.8913, -15.8496], [-28.4642, -14.0702, -15.1732], [-28.8493, -12.8446, -14.6533], [-28.4898, -11.6854, -15.4018], [-29.1373, -16.1660, -16.2218], [-30.9732, -14.3556, -14.1897], [-30.6123, -16.0353, -14.1136], [-31.6636, -15.5361, -15.2969], [-30.0946, -14.2854, -16.6411], [-27.6155, -13.9423, -15.8451], [-28.1692, -14.7017, -14.3352], [-27.4138, -11.6007, -15.5538], [-28.7694, -10.7796, -14.8637], [-28.9584, -11.6386, -16.3848], [-29.8017, -16.7412, -16.7196], [-28.5426, -16.0131, -17.0237], [-22.8862, -11.1592, -22.2955], [-23.0786, -11.9103, -21.7341], [-22.8634, -10.4123, -21.6974], [-24.6193, -13.7800, -15.2950], [-24.7503, -13.5049, -14.3876], [-25.2900, -13.3076, -15.7882], [-22.7294, -15.2592, -16.2683], [-22.7288, -15.8456, -15.5117], [-23.4644, -14.6662, -16.1117], [-27.5098, -16.3460, -19.5644], [-28.2542, -16.0077, -20.0620], [-26.7760, -15.7872, -19.8204], [-21.8882, -11.0364, -17.6881], [-21.9614, -10.4440, -18.4364], [-21.9005, -10.4603, -16.9238], [-23.4091, -17.1405, -18.3347], [-24.2216, -17.3912, -18.7742], [-23.4009, -17.6599, -17.5307], [-21.1258, -13.5506, -17.2788], [-20.7668, -13.3328, -16.4186], [-21.5291, -12.7378, -17.5835], [-26.2026, -16.0734, -22.5361], [-25.3945, -16.4749, -22.2168], [-26.4181, -15.4121, -21.8785], [-22.6888, -13.8359, -23.4321], [-23.0259, -14.1197, -22.5824], [-22.9763, -12.9265, -23.5128], [-27.8466, -11.2486, -23.5340], [-27.7561, -11.3294, -24.7559], [-27.2262, -12.0540, -22.7435], [-28.6989, -10.4637, -22.9414], [-27.4322, -12.0888, -21.7553], [-26.6426, -12.7448, -23.1933], [-29.2679, -9.8442, -23.5005], [-28.9151, -10.5309, -21.9571], [-20.3767, -12.8676, -20.4644], [-20.7976, -13.9722, -20.1270], [-20.1943, -12.4999, -21.6471], [-19.9548, -11.9566, -19.6759], [-19.7474, -11.6220, -21.8701], [-20.5477, -13.1456, -22.3386], [-19.8820, -11.9402, -18.6687], [-19.3971, -11.2219, -20.0874], [-29.8206, -14.0658, -20.2727], [-29.6393, -15.2222, -20.7228], [-29.0092, -13.3437, -19.5034], [-30.8654, -13.3811, -20.5596], [-28.1050, -13.7888, -19.4366], [-29.0913, -12.3447, -19.6278], [-31.5333, -13.6747, -21.2580], [-30.8458, -12.4220, -20.2434], [-23.0041, -16.8976, -21.5961], [-22.7050, -16.1213, -20.7062], [-24.0162, -17.6865, -21.5793], [-22.3124, -17.0196, -22.6587], [-24.1573, -18.3473, -22.3300], [-24.5555, -17.7968, -20.7325], [-22.6134, -17.7920, -23.2358], [-21.3528, -16.7084, -22.6102]],
  "atomic_forces_ev_per_a": [[-2.790, 3.431, -2.748], [-1.231, 0.001, -1.233], [0.471, -0.571, -0.899], [1.353, 0.646, 1.131], [0.753, -0.441, 1.026], [1.753, 0.654, -2.857], [-1.701, 1.106, -0.088], [1.263, 0.351, 0.771], [-1.390, -1.455, 3.860], [-1.064, 0.761, 0.528], [-0.055, 0.473, 2.112], [-1.180, -1.418, -0.324], [-0.116, 1.670, 0.068], [-0.251, -0.301, 0.170], [1.386, -0.594, -1.801], [-0.152, 0.203, -0.178], [1.136, -0.089, -0.177], [-0.108, 0.368, -0.405], [-0.010, 0.070, -0.286], [0.163, -0.184, -0.402], [0.276, -0.035, 0.068], [0.434, -0.279, 0.003], [-0.249, -0.307, 0.229], [-0.191, -0.212, -0.138], [-0.900, -0.185, 0.587], [0.982, 0.043, -0.216], [0.511, 0.532, -0.303], [-0.189, -0.126, 0.231], [-0.128, 0.366, -0.120], [0.189, 0.044, -0.274], [0.032, -0.039, 0.432], [-0.395, 0.065, -0.245], [1.826, -1.993, -0.727], [-0.108, -0.223, 0.434], [-1.256, 1.172, 0.351], [0.936, -0.598, 1.068], [-1.199, 0.094, -0.647], [-0.223, -0.274, 0.140], [0.033, -0.177, 0.169], [-0.035, 0.075, -0.403], [-0.096, 0.196, 0.400], [1.087, -0.333, 0.707], [-0.397, 0.303, -0.393], [-0.403, -0.401, 0.525], [0.947, -1.308, -0.179], [0.079, -0.174, 0.460], [-0.630, 1.181, -0.565], [-0.151, -0.001, -0.533], [-0.124, 0.148, -0.011], [-0.163, 0.037, -0.058], [0.756, -0.507, -0.213], [-0.237, -0.007, 0.122], [-0.159, 0.387, -0.220], [-0.976, -0.391, -4.321], [0.462, 0.499, 0.032], [2.814, -2.927, 2.792], [-2.782, 3.082, 1.773], [0.316, -0.226, -0.418], [-0.118, -0.011, 0.347], [0.180, -0.225, 0.081], [0.118, 0.153, -0.374], [0.401, -1.324, 1.538], [-1.407, -3.392, 1.720], [-0.007, -0.447, -6.048], [2.079, 4.318, 4.893], [-0.505, -0.406, -0.517], [0.018, 0.468, -0.779], [-0.255, -0.680, -0.352], [-0.229, 0.012, 0.271], [0.601, -3.672, -1.838], [0.352, 1.377, 1.116], [2.465, -0.137, 1.359], [-3.760, 2.402, -1.200], [0.117, 0.557, 0.334], [0.620, -0.256, 0.348], [0.159, -0.001, 0.216], [-0.886, -0.228, -0.346], [0.806, 0.248, 0.545], [1.292, 1.636, 3.359], [-3.761, -2.572, 1.342], [2.684, -0.453, -3.225], [-0.383, -0.032, 0.364], [-0.279, -0.001, -0.602], [0.990, 0.418, -0.654], [-0.212, 0.066, -0.707]]
}

3.
{
  "formula": "C13H25BrClNO19S5Si",
  "method": "ωB97M-V with the def2-TZVPD basis set",
  "smiles": "O=C=N[Si@@H](Br)CCCCS(=O)(=O)Cl.O=S1(=O)OCCO1.O=S1(=O)OCCO1.O=S1(=O)OCCO1.O=S1(=O)OCCO1",
  "max_force_ha_per_bohr": 0.2151,
  "e_tot_ev": -198890.1783,
  "species": ["O", "C", "N", "Si", "Br", "C", "C", "C", "C", "S", "O", "O", "Cl", "H", "H", "H", "H", "H", "H", "H", "H", "H", "O", "S", "O", "O", "C", "C", "O", "H", "H", "H", "H", "O", "S", "O", "O", "C", "C", "O", "H", "H", "H", "H", "O", "S", "O", "O", "C", "C", "O", "H", "H", "H", "H", "O", "S", "O", "O", "C", "C", "O", "H", "H", "H", "H"],
  "positions_angstrom": [[0.0027, -4.2640, 3.7752], [-1.0912, -3.4693, 3.8767], [-2.2922, -2.7586, 3.8516], [-2.7128, -2.3667, 5.5906], [-0.8279, -1.4743, 6.5260], [-4.2961, -1.2632, 5.7503], [-5.3592, -1.4971, 4.4807], [-6.2767, -2.8457, 4.6438], [-5.6878, -4.1829, 3.9000], [-6.0236, -5.6276, 5.1051], [-5.2051, -5.4862, 6.4357], [-7.5665, -5.5215, 5.4163], [-5.7066, -7.5063, 4.2543], [-3.0539, -3.6662, 6.2241], [-4.0541, -0.1025, 5.8733], [-4.8126, -1.5775, 6.7796], [-6.1117, -0.5736, 4.5560], [-4.8272, -1.3844, 3.4355], [-6.4835, -3.0522, 5.8004], [-7.3394, -2.6197, 4.1624], [-6.2144, -4.3666, 2.8456], [-4.5348, -4.1784, 3.7024], [4.0832, -0.7860, 0.3416], [2.6480, -0.7151, 0.1794], [1.9852, 0.3754, -0.4973], [1.9604, -0.9115, 1.6445], [1.0897, -2.0411, 1.6137], [1.6706, -2.9751, 0.5554], [2.1407, -2.1172, -0.4819], [0.0915, -1.6941, 1.3279], [1.0418, -2.5127, 2.5989], [0.9292, -3.6780, 0.1680], [2.5284, -3.5310, 0.9484], [0.8065, 1.8794, -6.5126], [0.5086, 0.5297, -6.0875], [-0.4179, -0.3295, -6.7873], [0.0881, 0.5736, -4.5130], [0.9729, -0.2552, -3.7611], [2.2907, -0.2490, -4.5313], [1.9187, -0.2701, -5.9075], [0.5447, -1.2620, -3.7207], [1.0868, 0.1319, -2.7450], [2.9191, -1.1092, -4.2885], [2.8505, 0.6740, -4.3469], [4.9714, 4.3549, 4.3849], [4.2814, 3.3391, 3.6214], [2.8608, 3.1015, 3.7305], [5.0624, 1.9241, 3.8353], [5.4951, 1.4239, 2.5713], [5.7056, 2.6561, 1.6955], [4.6501, 3.5481, 2.0463], [4.7028, 0.7848, 2.1685], [6.4109, 0.8379, 2.6864], [5.6725, 2.4199, 0.6292], [6.6555, 3.1484, 1.9295], [2.8372, 7.3118, -8.6935], [1.4234, 7.1268, -8.4528], [0.4929, 8.2264, -8.3449], [1.2512, 6.1706, -7.1436], [0.5122, 5.0038, -7.5008], [0.8057, 4.7723, -8.9807], [0.8520, 6.0742, -9.5600], [-0.5504, 5.2103, -7.3373], [0.8166, 4.1555, -6.8820], [0.0412, 4.1611, -9.4662], [1.7867, 4.3058, -9.1196]],
  "atomic_forces_ev_per_a": [[-8.829, 6.621, 0.764], [0.590, -2.080, -1.100], [7.892, -4.336, 0.943], [-0.515, 0.437, 0.342], [-0.935, -0.345, -0.351], [-0.708, 0.779, 0.049], [-0.527, 0.998, 0.698], [-0.792, 0.307, 0.147], [0.654, 0.248, -1.042], [-4.086, 1.841, 6.256], [-2.025, -0.621, -5.597], [5.656, -0.668, -1.905], [0.156, 1.230, 0.156], [0.334, 0.231, -0.062], [-0.417, -2.550, -0.481], [1.052, 0.545, -2.269], [1.565, -2.102, -0.245], [-0.995, -0.483, 2.122], [0.605, 0.392, -2.618], [2.338, -0.634, 1.036], [0.980, 0.054, 2.598], [-2.080, 0.074, 0.592], [-1.728, 0.481, -0.302], [-0.042, -0.052, 0.279], [1.124, -1.272, 0.557], [0.904, 0.080, -1.077], [-0.626, -0.422, -0.117], [0.117, -0.477, 0.775], [0.021, 1.245, 0.128], [0.045, -0.059, 0.009], [0.276, 0.266, -0.218], [0.144, 0.277, -0.144], [-0.146, 0.007, 0.016], [-0.638, -1.591, 0.306], [-0.152, -0.231, -0.040], [1.275, 1.366, 0.630], [0.452, 0.341, -1.167], [0.340, -0.635, 0.354], [0.165, 0.436, 0.680], [-1.177, 0.194, -0.258], [0.083, 0.054, 0.000], [-0.126, 0.116, -0.280], [-0.183, 0.062, -0.284], [-0.039, -0.112, 0.084], [-1.145, -1.354, -0.797], [-0.105, 0.312, 0.277], [1.784, 0.555, -0.056], [-0.208, 1.120, -0.033], [-0.174, -0.330, -0.702], [0.703, -0.226, 0.121], [-0.596, -0.387, 0.875], [0.189, 0.065, -0.009], [-0.174, 0.186, 0.198], [-0.244, 0.140, 0.195], [-0.034, -0.104, -0.051], [-1.850, 0.059, 0.419], [0.189, 0.274, -0.009], [1.371, -1.236, -0.307], [0.456, 0.581, -0.974], [-0.574, -0.506, -0.118], [0.371, -0.592, 0.369], [-0.052, 0.863, 0.743], [0.067, -0.061, -0.052], [0.078, 0.343, -0.100], [0.066, 0.330, -0.013], [-0.123, -0.045, 0.062]]
}